Record 1
C21H72N10O15 | wB97M-V/def2-TZVPD

```
118
Properties=species:S:1:pos:R:3:forces:R:3:mulliken_charge:R:1
H 4.110502 -0.848891 -2.174762 0.31 0.37 1.58 0.22
H -1.059140 2.421150 -0.052982 -2.24 -0.65 0.97 -0.55
C -3.247737 -0.194732 -2.978116 -5.69 -4.73 2.90 0.01
H 1.122059 -5.698689 -2.931868 -0.07 0.12 -0.46 0.35
H 4.402785 0.760168 1.207022 0.84 -0.38 -0.49 0.55
O -1.260360 4.682073 3.314470 -0.25 2.75 -1.70 -0.59
N -0.275549 1.877891 -2.905343 0.78 0.95 0.62 2.26
H -0.098954 -3.817429 -0.904328 0.23 1.23 1.82 -0.24
O 2.560530 3.511711 -2.143267 1.37 0.01 2.02 -0.66
C -0.100888 2.611927 3.236812 0.26 -0.03 2.41 1.19
H -0.967666 0.956656 -4.976214 0.73 1.92 -0.82 0.36
C 2.388269 -1.415930 4.600060 2.92 -1.74 0.02 -0.37
H -0.572249 2.354930 2.325521 -0.35 -0.03 -1.08 -0.39
N -2.262419 0.020767 -2.156819 2.53 0.63 2.90 0.38
C -3.340827 2.786621 -0.758916 -2.40 -0.54 -0.24 -0.50
H -1.247213 -1.358950 -6.183050 0.27 -0.02 -0.72 0.37
H 3.976898 2.016112 -1.993657 -0.28 0.10 0.69 0.62
H 0.137841 0.959323 -3.228407 -0.19 1.45 0.07 -0.29
C 3.070893 2.058662 -3.843349 1.02 -2.39 -1.11 -1.39
H 2.932493 -1.862938 3.734230 -0.50 0.78 -0.13 0.14
H -2.946814 -2.179025 -0.224041 -0.91 0.42 0.50 0.25
O 2.106225 -1.574764 -1.778615 0.91 -2.38 1.04 -0.23
H 3.204691 -1.473341 5.348932 -0.45 0.82 0.08 0.30
O -0.916517 0.108665 1.174515 0.61 -0.29 -1.66 2.66
O 1.437853 -2.336910 5.006017 -1.47 -2.46 -0.03 -0.68
N 0.088988 -0.613623 -3.509689 -0.03 0.20 4.11 0.38
H -1.798241 2.462641 -5.535776 0.38 -0.40 -0.22 0.34
O 3.310639 2.718748 2.691252 0.25 -0.13 -1.13 -0.58
H 0.038965 -3.423662 -2.606263 0.05 1.69 -1.19 -0.12
C 2.966767 2.169827 -2.377240 0.56 1.72 -0.42 0.67
H -2.740305 3.510363 -1.307634 0.36 -0.26 0.26 0.29
N -3.222552 -1.416565 4.656480 -5.78 2.05 -0.72 -0.36
N -3.055219 0.304444 -4.156538 -2.17 2.19 -5.78 -0.34
H 1.330350 -3.121908 4.386766 0.76 1.44 0.74 0.48
H 2.101649 2.052926 -4.290253 -0.82 -0.51 -0.49 0.13
H 4.189342 3.138026 2.623983 -0.64 -0.40 -0.17 0.34
H -1.616026 0.788235 -2.361366 -0.55 0.17 0.82 0.01
H -0.577077 4.680053 -0.635852 0.10 -0.45 0.32 0.33
H -3.231649 1.685951 0.930171 -0.06 0.33 -0.80 0.46
H -0.978055 -4.660027 -1.998383 -1.28 -0.86 -0.57 0.64
H 2.403427 0.722809 4.129839 -1.17 -0.93 0.41 0.41
H 1.546603 -2.895996 1.234084 -0.52 0.53 -0.13 0.09
O -5.426252 -1.172076 0.647834 7.93 2.04 2.05 -0.78
H 2.170143 -2.567648 -1.617195 -0.50 1.39 -0.03 -0.06
C -2.014817 -1.114153 4.341854 3.88 2.89 -0.75 0.20
O 1.206567 -1.489589 -5.217419 -5.12 1.98 0.37 -0.82
H -4.378189 0.788963 2.251784 0.49 -1.41 -0.99 0.33
H 1.011311 -0.766097 0.869555 -0.82 -0.33 0.40 -0.70
C 3.240627 -1.314494 -2.597328 -0.85 2.52 0.62 -0.70
H -3.499564 1.854976 -1.308569 0.62 0.12 -0.25 -0.12
H 2.924238 0.411769 0.229188 0.35 -0.49 1.21 -0.23
C 1.121394 -5.125609 -2.013393 -0.97 -0.61 0.98 -0.52
H 1.802307 3.624791 -2.672369 -1.53 0.60 -0.97 0.36
H 3.640042 1.108797 -4.019086 -0.79 0.65 -0.61 0.42
H 0.139559 2.343264 -2.094693 -0.76 -0.22 0.15 -1.10
H 0.414121 0.085246 -0.399084 -0.69 -0.09 -0.39 -1.03
H 1.079859 -0.394208 3.540452 -0.80 0.61 -0.90 -0.41
H 1.042625 0.042163 5.230715 0.21 0.45 -0.10 0.64
N -1.032925 -0.773009 -5.405245 -4.94 0.54 -3.49 -0.20
H 2.234919 1.498049 -1.951645 0.03 -0.61 0.27 -0.47
H -2.383659 -0.252906 -1.182986 -0.14 0.15 -0.36 -0.52
C 1.694443 -0.134867 4.371018 1.43 1.14 0.03 -0.52
H -2.340186 1.112905 -4.411256 -2.59 -1.24 1.26 0.20
H -2.734341 0.294886 2.110848 -0.78 -0.47 -0.17 -0.41
C 3.330008 0.727334 1.229313 0.64 0.22 -0.26 -0.50
C 0.034145 3.972723 -0.033950 1.49 1.91 -1.25 -0.41
H -0.577471 -2.599495 2.505669 -0.03 -0.02 0.36 -0.16
H -0.051828 4.221893 0.997545 -0.58 -0.17 0.93 -0.34
H -2.106016 -1.117224 0.823646 1.14 0.43 0.45 0.07
N -2.966467 -1.439347 0.475878 -0.67 -1.87 -1.31 0.03
H -1.458565 -2.946267 5.318062 0.20 1.36 -0.57 0.28
H -0.920511 -4.350940 2.301278 -0.24 -0.12 0.35 0.58
H 3.661078 -2.128331 -3.065281 0.05 -2.06 -1.61 0.54
H -1.865331 -0.372670 -4.911291 0.15 -1.42 -0.14 0.10
O -4.236950 -0.954180 -2.626998 2.84 2.38 -1.55 -0.78
H 1.152769 -5.852518 -1.197090 -0.78 -0.26 -0.04 0.39
H 3.263872 2.718678 0.556136 0.11 0.75 -0.43 0.61
C -4.044798 -0.823046 0.967295 -8.02 -2.90 -2.81 0.16
O -1.481003 3.876535 -3.431896 1.60 -6.45 -1.76 -0.78
H 3.590282 2.834357 -4.378158 0.58 0.59 0.46 0.40
H 0.027217 1.681462 3.826069 0.06 0.63 -0.37 -0.87
H -0.910681 -3.256798 0.985883 -0.90 0.25 -1.77 0.14
H 2.457899 -4.455581 2.527198 0.35 -0.05 0.93 0.36
H 0.894562 -0.951405 -2.887507 -1.14 0.18 -1.42 -0.39
H -4.402334 3.159941 -0.795759 0.84 0.22 0.63 0.38
H -3.945076 -0.651256 4.385351 1.28 -2.53 0.83 0.35
H -0.360372 -1.546546 -0.049940 0.35 0.99 0.28 -0.14
H 1.104145 4.236787 -0.260458 -0.92 -0.56 -0.10 0.19
H 3.133414 0.162616 2.152171 -0.66 -0.25 -0.77 -0.09
H -3.411399 -2.257795 5.243511 -0.20 1.64 -0.93 0.18
N -3.694684 0.186366 1.735986 -0.62 3.02 2.88 0.10
N -1.255481 1.947958 -4.846809 -0.86 0.71 -2.69 -0.27
C -0.063459 -4.157981 -1.881166 1.42 -2.39 -0.38 -0.33
H -0.782613 -0.462399 -2.928721 1.04 -1.16 -1.14 0.59
O 1.663215 -4.021550 2.850979 0.95 -1.28 1.34 -0.59
H 2.842742 -0.533035 -3.202233 0.29 0.03 -1.55 -0.05
O 2.315320 -4.413669 -1.849861 1.64 0.63 0.27 -0.52
C 1.012780 -3.746885 1.674890 0.35 1.01 -2.61 -0.01
O -1.585745 0.027798 3.668948 -2.04 -5.49 3.21 -0.59
H -0.417371 3.865537 4.969267 0.63 0.23 0.05 0.37
O -2.860331 2.502025 0.546260 0.59 0.83 -0.13 -0.68
H 2.938950 -4.975342 -1.356716 -0.28 0.51 -0.50 0.28
C -0.942646 3.604015 4.045535 1.34 -2.52 1.54 -1.07
H -0.202739 -1.765344 4.804459 -0.52 -1.15 0.63 0.00
C 0.037106 -0.949901 -4.789583 11.17 -4.85 1.20 0.44
C -1.070591 2.611177 -3.711958 1.04 6.36 3.14 0.11
H -1.796651 3.133381 4.491197 -1.14 -0.24 -0.48 0.46
H 1.272109 -4.508031 0.910377 -0.83 -0.29 0.40 0.28
H -0.432092 5.026741 2.919011 -0.83 -0.17 0.34 0.37
O -0.207267 2.639233 -0.356872 2.36 0.18 -0.33 0.90
H -3.848221 0.191256 -4.874114 1.47 0.17 1.91 0.24
N -1.199017 -2.017875 4.940956 2.37 1.04 -1.20 -0.27
H 1.864744 2.118346 1.409606 -1.97 0.66 -0.04 -0.73
C 2.903422 2.151533 1.386896 1.17 -0.04 1.85 0.52
H 0.866127 3.101862 3.140208 0.24 -0.28 -0.53 0.57
C 0.032515 -0.583584 0.380299 1.32 0.17 -0.38 1.25
H -0.683643 0.087499 2.092370 0.23 -0.09 1.40 -1.46
C -0.441601 -3.476516 1.883705 0.83 -0.42 1.09 -0.74
```
Positions in Å, forces in eV/Å.

Properties
highest occupied orbital energy: -8.6 eV
net charge: 0

***

Record 2
C6H9N2S | wB97M-V/def2-TZVPD

```
18
Properties=species:S:1:pos:R:3:forces:R:3:mulliken_charge:R:1
C -1.401784 -0.854765 -0.266481 1.12 2.25 0.69 0.18
H 1.358858 2.387395 -0.265883 0.15 -1.50 -0.67 0.34
C -0.847258 0.430367 0.081621 1.56 -0.24 0.94 0.26
S -3.409866 0.628709 0.081292 3.15 -1.02 -0.07 0.15
N 1.244964 -0.908581 0.206500 -2.34 -2.83 -1.91 -0.46
H -1.710897 2.364783 0.544629 0.19 1.41 0.61 0.46
C 1.537275 1.287122 -0.548024 -0.43 3.41 1.18 -1.59
H -0.070899 -2.601417 -0.909468 -0.41 -0.35 0.01 0.34
H 1.840898 -1.031754 -0.677309 -1.14 0.23 1.82 0.38
H 2.561313 1.141657 -0.325563 1.21 -0.21 0.40 0.48
H 1.450924 1.205718 -1.601071 -0.70 -0.42 -1.04 0.46
H 1.623647 -1.437742 0.982617 0.22 0.46 0.24 0.29
H 0.826440 0.880729 1.438632 0.00 -1.38 -1.92 0.23
C -0.510883 -2.024133 -0.110963 1.70 1.86 0.34 -0.32
N -2.668526 -0.842394 -0.271607 -3.32 -1.00 -0.39 -0.57
C 0.698091 0.438631 0.354399 -0.88 1.81 1.57 0.54
H -0.699522 -2.402735 0.889313 0.56 -0.76 -0.19 0.31
C -1.822780 1.338412 0.397358 -0.63 -1.70 -1.61 -0.50
```
Positions in Å, forces in eV/Å.

Properties
highest occupied orbital energy: -13.4 eV
net charge: +1

***

Record 3
C5H14NO2 | wB97M-V/def2-TZVPD

```
22
Properties=species:S:1:pos:R:3:forces:R:3:mulliken_charge:R:1
H -2.345192 0.847645 0.551102 0.85 -0.56 -0.92 0.40
C -0.679813 -0.253133 1.485939 0.55 -1.44 -1.33 -0.48
H 0.243919 0.759694 -1.171166 -0.26 -0.55 0.19 0.37
H 0.646748 -1.939696 1.810257 0.17 -0.24 0.50 0.48
H -2.635807 0.829469 -1.812663 -0.31 -0.51 0.57 0.30
H 2.700454 -0.463152 0.684974 -0.03 -0.26 0.50 0.30
H 2.292792 -0.247900 2.395324 0.07 0.38 0.62 0.39
O 1.527443 1.137092 0.973472 -0.02 0.75 0.30 -0.51
C -1.240414 0.720385 0.425014 0.98 2.36 0.81 -0.66
H -0.543288 0.357305 2.383236 -0.40 -0.53 0.05 0.25
C 1.916867 -0.157096 1.395449 -0.78 -1.32 -1.81 -0.54
O -0.043449 -1.377434 -2.289423 0.00 -0.74 -0.87 -0.58
H 0.597603 -1.438758 0.199391 0.13 -0.20 -0.96 -0.41
C 0.649152 -1.061217 1.190864 -0.17 2.07 0.82 -0.02
C -1.583839 0.659503 -1.963705 0.05 0.62 -1.09 -0.12
H -1.423055 -1.052343 1.535671 -0.13 0.26 0.83 0.37
H -0.156857 -2.067693 -2.958744 0.12 0.18 -0.07 0.31
N -0.762981 0.662487 -1.001307 -1.40 0.26 1.12 0.05
H 1.857476 1.814799 1.571124 0.14 -0.03 -0.07 0.30
H -0.834643 1.704657 0.725246 -0.28 -0.32 -0.12 0.30
H -1.305444 0.611779 -3.019610 0.51 0.11 0.55 0.27
H 0.266129 -1.870844 -1.533630 0.20 -0.29 0.38 0.22
```
Positions in Å, forces in eV/Å.

Properties
highest occupied orbital energy: -14.0 eV
net charge: +1

***

Number 1: orbital gap 8.22 eV. Number 2: orbital gap 8.27 eV. Number 3: orbital gap 9.78 eV.